Entry from the OMol25 dataset: 2 unconnected molecules or ions with the total composition C2H10N3O (wB97M-V/def2-TZVPD).

Geometry as ORCA input:
```
! RIJCOSX wB97M-V def2-TZVPD def2/J DEFGRID3
* xyz 1 1
C -0.42 0.51 -2.41
N -0.67 -0.11 -1.07
H -1.35 0.59 -2.95
H 0.02 1.48 -2.26
H 0.30 -0.10 -2.94
H -1.18 -0.98 -1.14
H -1.18 0.53 -0.46
H 0.21 -0.28 -0.54
N -0.20 0.72 2.00
C 0.20 -0.59 1.80
N 1.33 -0.71 0.95
O -0.45 -1.54 2.12
H -0.90 0.80 2.72
H 0.53 1.42 2.06
H 2.08 -0.05 1.15
H 1.67 -1.67 0.98
*
```

Summary:
Max |F| in eV Å⁻¹: 0.5
Kohn-Sham gap in eV: 11.02

---

Entry from the OMol25 dataset: 3 unconnected molecules or ions with the total composition C2H10N4 (wB97M-V/def2-TZVPD).

Geometry as ORCA input:
```
! RIJCOSX wB97M-V def2-TZVPD def2/J DEFGRID3
* xyz 0 1
C 0.10 -0.70 0.20
C 0.13 -1.28 -1.22
N 1.32 -0.84 1.00
H 1.46 -1.80 1.30
H 2.14 -0.56 0.48
H -0.71 -1.19 0.76
H -0.58 0.33 0.41
H 0.30 -2.36 -1.19
H 0.93 -0.83 -1.82
H -0.82 -1.10 -1.73
N -1.62 1.38 0.80
N -0.08 2.54 -0.12
N 0.75 1.85 -0.50
H -2.28 1.88 0.21
H -1.52 1.93 1.65
H 0.49 0.72 -0.24
*
```

Summary:
Max |F| in eV Å⁻¹: 0.8
Kohn-Sham gap (alpha / beta) in eV: 8.80 / 8.80

---

Entry from the OMol25 dataset: 2 unconnected molecules or ions with the total composition C2H10N4 (wB97M-V/def2-TZVPD).

Geometry as ORCA input:
```
! RIJCOSX wB97M-V def2-TZVPD def2/J DEFGRID3
* xyz 0 1
N 0.79 1.80 -0.09
C 1.52 1.45 1.10
N 1.04 0.19 1.69
H 1.19 2.36 -0.83
H -0.12 2.19 0.14
H 2.57 1.29 0.80
H 1.50 2.20 1.89
H 1.56 -0.59 1.30
H 0.13 0.06 1.28
N -2.11 -0.76 -1.03
C -1.43 -1.90 -1.24
N -0.37 -2.14 -0.56
H -2.66 -0.19 -1.65
H -1.58 -0.25 -0.33
H -1.74 -2.57 -2.05
H -0.28 -3.14 -0.42
*
```

Summary:
Max |F| in eV Å⁻¹: 1.6
Kohn-Sham gap in eV: 10.05

---

Entry from the OMol25 dataset: 2 unconnected molecules or ions with the total composition C2H10N6O (wB97M-V/def2-TZVPD).

Geometry as ORCA input:
```
! RIJCOSX wB97M-V def2-TZVPD def2/J DEFGRID3
* xyz 0 1
C 1.36 -1.03 -1.92
C -0.85 -0.52 -0.90
N -1.04 -1.74 -0.30
O 0.67 -0.21 -1.01
N -1.69 -0.05 -1.71
H -1.98 -2.07 -0.40
H -0.33 -1.99 0.37
H -1.47 0.87 -2.07
H 2.37 -0.64 -2.02
H 0.87 -1.03 -2.90
H 1.42 -2.07 -1.57
N 0.35 0.64 1.53
N 0.76 1.67 2.40
N -0.89 0.69 1.03
N -1.75 1.48 1.39
H 0.99 0.31 0.79
H 1.35 2.36 1.93
H 1.28 1.27 3.18
H -1.44 2.07 2.17
*
```

Summary:
Max |F| in eV Å⁻¹: 3.6
Kohn-Sham gap in eV: 9.67

---

Entry from the OMol25 dataset: 2 unconnected molecules or ions with the total composition C2H10N8 (wB97M-V/def2-TZVPD).

Geometry as ORCA input:
```
! RIJCOSX wB97M-V def2-TZVPD def2/J DEFGRID3
* xyz 2 1
C 0.19 -1.17 1.23
C 0.58 1.43 -0.76
N 0.04 -0.37 2.21
N -2.55 0.04 -0.14
N -1.66 0.91 -0.42
N 1.75 0.97 -1.16
N 0.39 -2.09 0.54
N -0.41 0.56 -0.37
N 0.26 2.72 -0.99
N 0.91 -3.01 -0.23
H -0.33 0.53 1.89
H -3.45 0.24 -0.41
H 1.91 -0.10 -0.98
H 2.50 1.63 -1.27
H -2.33 -0.81 0.40
H 1.07 3.40 -1.17
H -0.70 3.06 -0.77
H 1.78 -3.45 -0.13
H 0.23 -3.75 -0.51
H -0.19 -0.76 3.06
*
```

Summary:
Max |F| in eV Å⁻¹: 4.4
Kohn-Sham gap in eV: 9.27

---

Entry from the OMol25 dataset: 3 unconnected molecules or ions with the total composition C2H10NO2 (wB97M-V/def2-TZVPD).

Geometry as ORCA input:
```
! RIJCOSX wB97M-V def2-TZVPD def2/J DEFGRID3
* xyz 1 1
C 1.02 1.70 0.31
C 1.04 2.43 -0.76
N 0.05 0.49 0.51
H 1.59 1.99 1.14
H 2.07 2.93 -0.87
H 0.37 2.49 -1.50
H 0.41 -0.51 0.60
H -0.56 0.45 -0.30
H -0.54 0.76 1.32
H 0.53 -3.82 0.23
H 0.42 -3.75 1.88
O 0.43 -3.21 1.02
H -2.07 -0.44 -1.90
H -2.77 -0.98 -0.74
O -2.00 -0.54 -0.93
*
```

Summary:
Max |F| in eV Å⁻¹: 4.5
Kohn-Sham gap in eV: 11.61

---

Entry from the OMol25 dataset: 3 unconnected molecules or ions with the total composition C2H10NO2S (wB97M-V/def2-TZVPD).

Geometry as ORCA input:
```
! RIJCOSX wB97M-V def2-TZVPD def2/J DEFGRID3
* xyz -1 1
C -0.14 0.95 -0.29
C -1.63 1.34 -0.22
S -2.45 1.36 -1.88
N 0.23 0.00 -1.35
H 0.32 1.93 -0.48
H 0.14 0.63 0.73
H -2.20 0.67 0.44
H -1.69 2.33 0.24
H -0.44 -0.76 -1.21
H -0.15 0.48 -2.15
H 1.49 -0.94 0.12
H 2.54 -1.39 -0.84
O 2.39 -1.23 0.11
H 0.61 -2.52 1.94
H 0.52 -0.99 2.24
O 0.49 -1.86 2.60
*
```

Summary:
Max |F| in eV Å⁻¹: 2.0
Kohn-Sham gap in eV: 6.36

---

Entry from the OMol25 dataset: 3 unconnected molecules or ions with the total composition C2H10NO2S (wB97M-V/def2-TZVPD).

Geometry as ORCA input:
```
! RIJCOSX wB97M-V def2-TZVPD def2/J DEFGRID3
* xyz -1 1
C 2.10 -0.35 -1.59
C 1.21 -1.00 -0.52
S -0.59 -0.63 -0.85
N 2.82 0.85 -1.09
H 1.42 0.03 -2.35
H 2.86 -1.05 -1.95
H 1.38 -0.54 0.46
H 1.31 -2.07 -0.48
H 2.84 0.79 -0.08
H 2.23 1.66 -1.24
H -1.40 1.12 2.42
H -1.41 2.23 1.45
O -1.43 2.08 2.41
H -1.98 -0.93 1.85
H -3.00 -0.70 0.83
O -2.89 -0.62 1.79
*
```

Summary:
Max |F| in eV Å⁻¹: 1.6
Kohn-Sham gap in eV: 6.98

---

Entry from the OMol25 dataset: 3 unconnected molecules or ions with the total composition C2H10NO3 (wB97M-V/def2-TZVPD).

Geometry as ORCA input:
```
! RIJCOSX wB97M-V def2-TZVPD def2/J DEFGRID3
* xyz -1 1
C -1.14 -0.51 0.46
O 0.19 -0.59 0.32
C -1.81 0.29 -0.72
N -1.26 -0.05 -2.02
H -1.52 0.08 1.34
H -1.59 -1.53 0.59
H -1.74 1.33 -0.35
H -2.93 0.31 -0.71
H -0.56 -0.73 -1.74
H -0.76 0.67 -2.53
H 1.82 -0.77 -0.31
H 2.88 -0.05 -1.14
O 2.74 -0.86 -0.64
H 1.60 1.26 2.60
H 0.45 0.88 1.68
O 0.70 1.47 2.41
*
```

Summary:
Max |F| in eV Å⁻¹: 2.2
Kohn-Sham gap in eV: 7.87

---

Entry from the OMol25 dataset: 3 unconnected molecules or ions with the total composition C2H10NO3 (wB97M-V/def2-TZVPD).

Geometry as ORCA input:
```
! RIJCOSX wB97M-V def2-TZVPD def2/J DEFGRID3
* xyz -1 1
C 0.45 -2.29 1.14
N -0.05 -0.88 0.65
C 0.58 -0.50 -0.70
O 0.21 0.68 -1.27
H 1.59 -2.47 1.04
H 0.24 -2.24 2.17
H -0.05 -2.90 0.36
H 0.20 -0.28 1.53
H 1.78 -0.58 -0.64
H 0.17 -1.39 -1.31
H 0.60 2.43 1.80
H 0.95 2.01 0.36
O 1.14 2.62 1.09
H -2.76 0.77 -0.78
H -1.34 0.24 -0.96
O -2.25 0.12 -1.17
*
```

Summary:
Max |F| in eV Å⁻¹: 4.4
Kohn-Sham gap in eV: 7.48

---

Entry from the OMol25 dataset: 3 unconnected molecules or ions with the total composition C2H10NO3 (wB97M-V/def2-TZVPD).

Geometry as ORCA input:
```
! RIJCOSX wB97M-V def2-TZVPD def2/J DEFGRID3
* xyz 1 1
O 2.09 0.51 -1.56
C 1.43 1.39 -1.17
C -0.14 1.29 -0.92
N -0.38 -0.10 -0.75
H 1.82 2.42 -0.91
H -0.63 1.71 -1.87
H -0.59 1.74 -0.02
H -1.24 -0.52 -0.34
H 0.37 -0.54 -0.11
H -0.40 -0.62 -1.63
H 1.49 -1.10 2.48
H 2.21 -1.42 1.12
O 1.30 -1.14 1.55
H -1.88 -1.74 1.62
H -3.17 -0.86 1.45
O -2.28 -1.03 1.05
*
```

Summary:
Max |F| in eV Å⁻¹: 4.8
Kohn-Sham gap in eV: 11.40

---

Entry from the OMol25 dataset: 2 unconnected molecules or ions with the total composition C2H10NS (wB97M-V/def2-TZVPD).

Geometry as ORCA input:
```
! RIJCOSX wB97M-V def2-TZVPD def2/J DEFGRID3
* xyz 1 1
C 0.16 -0.78 0.95
N -0.68 -0.24 -0.17
C -1.83 0.58 0.33
H 0.93 -1.43 0.57
H 0.54 0.07 1.51
H -0.51 -1.32 1.62
H -1.03 -1.01 -0.74
H -0.08 0.29 -0.84
H -2.32 -0.02 1.09
H -2.52 0.82 -0.48
H -1.43 1.50 0.74
S 2.37 0.75 -1.49
H 3.58 1.30 -1.49
H 2.82 -0.51 -1.59
*
```

Summary:
Max |F| in eV Å⁻¹: 0.8
Kohn-Sham gap in eV: 10.23